{"formula": "C19H44CrNO2P2S", "method": "ωB97M-V/def2-TZVPD", "total_charge": 2, "orbital_gap_ha": [0.2959, 0.2961], "e_homo_ev": [-15.0973, -15.0904], "e_lumo_ev": [-7.0, -7.0], "s_squared": 3.815, "fmax_ev_per_a": 5.0, "e_tot_ev": -83820.5679, "multiplicity": 4, "elements": ["H", "C", "H", "C", "H", "C", "C", "H", "O", "P", "C", "H", "H", "H", "H", "H", "C", "H", "N", "H", "S", "H", "H", "C", "H", "H", "C", "C", "H", "H", "C", "C", "H", "H", "H", "H", "C", "Cr", "H", "C", "H", "H", "H", "H", "H", "P", "C", "H", "C", "H", "H", "H", "H", "H", "H", "C", "C", "H", "H", "O", "H", "H", "H", "H", "H", "H", "H", "H", "C", "C"], "xyz": [[-3.922, 1.405, 2.600], [1.956, 0.812, -2.487], [-5.617, 0.674, 0.874], [-4.941, -0.147, 0.594], [-0.347, -0.021, 5.593], [2.107, -0.051, 4.402], [2.749, 2.499, 1.411], [-2.208, 0.977, 2.456], [0.138, 0.783, 2.870], [-2.207, -0.717, -0.014], [-3.227, 0.617, 2.274], [2.707, 0.626, 3.783], [-1.546, -2.952, 0.015], [1.925, 2.977, -0.505], [2.664, -0.966, 4.626], [-3.769, -3.081, -1.146], [-3.689, -3.154, -0.058], [2.858, -1.551, -0.621], [-0.344, -0.128, -2.426], [4.189, 3.806, -0.556], [0.634, -0.537, 3.486], [4.901, 2.217, -0.250], [-3.648, -4.220, 0.199], [-0.539, -0.800, 4.842], [-1.966, 1.210, -2.681], [0.517, -0.663, 1.035], [3.410, -0.626, -0.374], [-2.426, -2.483, 0.492], [3.568, 1.933, 1.875], [-1.345, -2.318, 2.395], [-2.676, -0.675, -1.799], [2.717, 2.316, -0.109], [-5.178, -0.996, 1.249], [-1.961, -0.215, -3.767], [5.205, 0.392, -1.105], [4.388, 0.164, 1.427], [4.056, 2.729, -0.730], [-0.012, -0.049, -0.226], [2.923, 3.565, 1.613], [-2.300, -2.694, 2.004], [0.619, 0.602, -4.153], [4.105, 2.566, -1.813], [1.783, 0.446, 5.322], [-0.345, -1.799, 5.246], [-3.411, -0.269, 2.898], [2.110, 0.656, -0.655], [-3.500, 0.340, 0.795], [2.999, -0.914, 1.762], [-1.778, 0.126, -2.736], [4.341, -0.522, -2.364], [0.097, 1.863, -3.002], [-3.124, -2.226, 2.560], [-1.559, -0.726, 4.449], [-3.371, 1.292, 0.249], [-0.164, -0.982, -2.943], [0.552, 0.864, -3.084], [3.847, -0.731, 1.089], [-2.697, -1.720, -2.142], [2.478, -0.057, -2.911], [-0.659, 2.627, 1.201], [-3.702, -0.288, -1.883], [-2.339, -3.773, 2.211], [-5.173, -0.415, -0.443], [5.271, -1.377, -1.127], [1.805, 2.219, 1.893], [4.536, -1.583, 1.188], [-4.600, -2.742, 0.391], [2.511, 1.708, -2.799], [-0.355, 1.528, 0.933], [4.619, -0.512, -1.307]], "forces_ev_per_angstrom": [[0.2008, -0.2447, 0.0020], [0.4648, 0.0066, -0.5292], [0.1559, -0.2275, -0.0749], [-0.1693, 0.1492, 0.0332], [-0.2355, -0.2512, -0.1781], [-0.2061, -0.2558, 0.3796], [-0.0698, 0.2006, 0.1953], [-0.3039, -0.1757, 0.0905], [0.1935, -0.3450, 0.4159], [-1.9919, -0.4086, 0.3715], [-0.0138, 0.2424, 0.1875], [-0.2841, -0.2509, 0.0404], [-0.2097, -0.0676, 0.1078], [0.1916, -0.0666, 0.0433], [0.0167, 0.1921, 0.0695], [-0.0737, -0.0626, 0.2086], [-0.1230, -0.1537, 0.0694], [0.2258, 0.0802, 0.0214], [0.0090, 0.1618, -0.0236], [0.0081, -0.2699, -0.0636], [-0.5737, 1.0587, -0.1099], [-0.2917, 0.1519, -0.1315], [-0.0252, 0.2224, -0.0995], [0.5710, -0.0134, 0.1440], [0.0414, -0.3712, 0.0603], [0.4006, -0.7320, 0.4835], [-0.1708, -0.2496, -0.2156], [0.2648, -0.0995, -0.2490], [-0.2537, 0.2280, -0.1599], [-0.2002, -0.0162, -0.0905], [-0.4422, -0.2575, -0.3705], [-0.2240, 0.0165, -0.0719], [0.1075, 0.2832, -0.2042], [-0.1324, 0.4218, 0.2402], [-0.1497, -0.3143, -0.0871], [-0.1442, -0.3240, -0.1720], [0.0766, 0.2480, 0.0046], [-0.5136, 0.1739, -1.0152], [-0.0212, -0.3125, 0.0305], [0.0140, -0.0799, 0.2169], [-0.0523, 0.3963, 0.2672], [0.0822, 0.0204, 0.2380], [0.2494, -0.0094, -0.2068], [-0.1301, 0.1719, 0.0700], [0.0243, 0.3168, -0.2043], [1.7432, 0.7753, -0.1586], [0.1709, 0.1253, -0.1240], [0.1469, 0.0963, -0.1453], [-0.1858, 0.0673, -0.0372], [0.1552, 0.0055, 0.1671], [0.1666, -0.3336, 0.0704], [0.2459, -0.2009, -0.2406], [0.3841, -0.0422, -0.0345], [-0.0898, -0.1607, 0.0958], [0.3105, -0.4719, 0.5142], [0.1032, 0.1738, -0.1121], [0.0828, -0.0556, 0.2184], [-0.0311, 0.2907, 0.0709], [-0.0743, 0.2454, 0.0580], [1.2083, -4.3831, -0.9919], [0.2225, -0.2476, -0.0453], [0.0289, 0.3054, -0.0555], [0.0006, -0.0132, 0.2619], [-0.1240, 0.1864, -0.0950], [0.3444, 0.0342, -0.0251], [-0.2059, 0.2330, -0.0271], [0.2874, -0.1704, -0.1590], [-0.0722, -0.3315, -0.0717], [-1.2926, 4.7488, 1.1030], [0.1823, -0.0600, 0.0292]], "lowdin_spin": [0.000, 0.010, 0.000, -0.002, 0.000, -0.001, 0.000, 0.000, 0.019, 0.010, 0.000, 0.000, 0.001, 0.000, 0.000, 0.000, 0.000, 0.000, 0.005, 0.000, -0.013, 0.000, 0.000, -0.002, 0.001, -0.068, 0.005, 0.006, 0.000, 0.000, 0.010, 0.000, 0.000, 0.000, 0.000, 0.000, -0.002, 2.952, 0.000, 0.000, 0.000, 0.000, 0.000, 0.000, 0.000, 0.005, 0.000, -0.001, 0.006, 0.000, 0.001, 0.000, 0.000, 0.000, 0.001, 0.006, -0.001, 0.000, 0.000, 0.041, 0.001, 0.000, 0.000, 0.000, 0.000, 0.000, 0.000, 0.001, 0.009, 0.000]}